ORCA calculation (ωB97M-V/def2-TZVPD) on 11 unconnected molecules or ions with the total composition C75H160N8O11P3.

Element x y z (Å)
C (0.651, 4.155, -0.341)
C (0.720, 4.132, 1.174)
C (0.026, 2.895, 1.692)
C (0.414, 1.605, 0.884)
P (-0.244, -0.049, 1.194)
C (-2.008, 0.044, 1.385)
C (-2.629, -1.302, 1.400)
C (-4.040, -1.219, 1.966)
C (-4.974, -0.467, 1.077)
C (0.020, -0.843, -0.424)
C (1.476, -0.809, -0.826)
C (1.844, -1.887, -1.809)
C (3.367, -1.852, -2.171)
C (0.638, -0.909, 2.539)
C (0.742, 0.076, 3.735)
C (1.293, -0.499, 5.010)
C (2.700, -1.078, 4.848)
H (-0.361, 4.037, -0.672)
H (1.234, 3.362, -0.740)
H (0.940, 5.103, -0.744)
H (0.284, 5.016, 1.633)
H (1.737, 4.217, 1.574)
H (-0.975, 3.125, 1.485)
H (0.154, 2.786, 2.772)
H (1.486, 1.457, 0.815)
H (0.203, 1.866, -0.164)
H (-2.400, 0.650, 0.546)
H (-2.195, 0.666, 2.277)
H (-2.101, -2.039, 1.953)
H (-2.642, -1.680, 0.363)
H (-3.905, -0.796, 2.992)
H (-4.515, -2.209, 2.100)
H (-5.069, -0.943, 0.130)
H (-4.582, 0.539, 0.801)
H (-5.934, -0.380, 1.615)
H (-0.588, -0.171, -1.055)
H (-0.324, -1.872, -0.471)
H (2.230, -0.920, -0.015)
H (1.706, 0.188, -1.260)
H (1.241, -1.722, -2.698)
H (1.609, -2.859, -1.386)
H (3.674, -2.704, -2.747)
H (3.939, -1.877, -1.239)
H (3.685, -0.925, -2.716)
H (1.649, -0.993, 2.118)
H (0.113, -1.838, 2.779)
H (-0.219, 0.564, 3.915)
H (1.297, 0.953, 3.395)
H (0.603, -1.299, 5.226)
H (1.304, 0.264, 5.767)
H (3.373, -0.368, 4.378)
H (2.767, -1.944, 4.167)
H (3.166, -1.459, 5.754)
C (14.790, -1.907, 2.365)
C (13.560, -1.730, 3.194)
C (12.290, -1.285, 2.431)
C (11.134, -1.169, 3.446)
P (9.533, -0.953, 2.748)
C (9.320, -2.311, 1.564)
C (9.537, -3.751, 2.154)
C (9.272, -4.753, 1.105)
C (9.572, -6.084, 1.751)
C (8.217, -1.114, 3.945)
C (8.327, -0.270, 5.267)
C (7.063, -0.160, 6.128)
C (6.525, -1.602, 6.303)
C (9.256, 0.564, 1.828)
C (9.232, 1.913, 2.685)
C (10.509, 2.445, 3.176)
C (10.330, 3.532, 4.246)
H (15.331, -1.026, 2.038)
H (14.580, -2.396, 1.427)
H (15.442, -2.624, 2.839)
H (13.688, -1.001, 4.026)
H (13.276, -2.571, 3.744)
H (12.019, -2.111, 1.738)
H (12.460, -0.334, 1.881)
H (11.291, -0.336, 4.193)
H (11.144, -2.039, 4.129)
H (9.956, -2.290, 0.691)
H (8.299, -2.169, 1.164)
H (8.867, -3.897, 3.011)
H (10.561, -3.927, 2.434)
H (9.839, -4.556, 0.184)
H (8.222, -4.614, 0.694)
H (9.421, -6.845, 1.004)
H (8.827, -6.277, 2.531)
H (10.547, -6.172, 2.188)
H (8.173, -2.176, 4.289)
H (7.268, -0.955, 3.421)
H (8.736, 0.731, 5.055)
H (9.091, -0.771, 5.885)
H (6.274, 0.447, 5.604)
H (7.431, 0.235, 7.051)
H (6.246, -2.015, 5.306)
H (5.678, -1.848, 6.998)
H (7.286, -2.258, 6.671)
H (8.237, 0.385, 1.417)
H (9.911, 0.557, 0.934)
H (8.549, 1.666, 3.508)
H (8.652, 2.603, 2.074)
H (11.125, 2.828, 2.397)
H (11.146, 1.608, 3.514)
H (9.859, 4.445, 3.869)
H (11.265, 3.862, 4.562)
H (9.788, 3.254, 5.160)
C (-7.301, 0.638, -3.661)
C (-8.500, 1.632, -3.615)
C (-7.953, 3.097, -3.704)
C (-9.083, 4.141, -3.554)
P (-8.728, 5.660, -2.709)
C (-8.674, 5.455, -0.974)
C (-7.665, 4.363, -0.632)
C (-7.369, 4.291, 0.924)
C (-6.672, 5.456, 1.630)
C (-7.045, 6.236, -3.095)
C (-6.300, 7.060, -2.015)
C (-4.808, 7.190, -2.322)
C (-4.003, 7.764, -1.183)
C (-10.075, 6.798, -3.125)
C (-10.231, 7.948, -2.110)
C (-11.547, 8.750, -2.171)
C (-12.819, 8.064, -1.808)
H (-6.963, 0.483, -2.681)
H (-6.583, 1.145, -4.294)
H (-7.495, -0.355, -4.079)
H (-9.027, 1.532, -2.645)
H (-9.272, 1.421, -4.392)
H (-7.518, 3.166, -4.698)
H (-7.106, 3.156, -2.985)
H (-9.906, 3.713, -3.020)
H (-9.498, 4.223, -4.543)
H (-9.708, 5.171, -0.735)
H (-8.453, 6.425, -0.537)
H (-6.740, 4.593, -1.118)
H (-8.041, 3.422, -0.989)
H (-6.790, 3.354, 1.029)
H (-8.433, 4.154, 1.430)
H (-6.584, 5.277, 2.706)
H (-7.163, 6.430, 1.468)
H (-5.640, 5.525, 1.282)
H (-7.061, 6.750, -4.055)
H (-6.487, 5.278, -3.258)
H (-6.389, 6.541, -1.049)
H (-6.672, 8.058, -1.839)
H (-4.743, 7.793, -3.264)
H (-4.431, 6.193, -2.438)
H (-4.177, 8.822, -0.915)
H (-2.932, 7.795, -1.481)
H (-4.165, 7.109, -0.320)
H (-10.928, 6.214, -3.217)
H (-9.900, 7.145, -4.131)
H (-9.352, 8.606, -2.356)
H (-10.062, 7.601, -1.084)
H (-11.583, 9.161, -3.148)
H (-11.435, 9.650, -1.481)
H (-13.061, 7.187, -2.402)
H (-13.654, 8.784, -1.899)
H (-12.705, 7.719, -0.756)
C (-11.259, -4.371, 2.622)
C (-9.989, -3.933, 3.180)
N (-9.028, -5.067, 3.296)
C (-8.560, -5.938, 2.311)
C (-7.841, -6.923, 2.939)
N (-7.791, -6.567, 4.317)
C (-8.505, -5.441, 4.453)
C (-7.120, -7.300, 5.399)
H (-11.829, -5.041, 3.288)
H (-11.208, -4.821, 1.610)
H (-11.854, -3.467, 2.594)
H (-10.171, -3.514, 4.177)
H (-9.584, -3.152, 2.561)
H (-8.943, -5.905, 1.362)
H (-7.362, -7.754, 2.555)
H (-8.632, -4.899, 5.382)
H (-6.022, -7.121, 5.331)
H (-7.440, -8.334, 5.376)
H (-7.399, -6.883, 6.360)
C (2.270, 7.273, -5.101)
C (1.854, 6.238, -6.148)
N (0.526, 5.646, -5.778)
C (0.477, 4.542, -4.908)
C (-0.803, 4.292, -4.612)
N (-1.519, 5.320, -5.196)
C (-0.713, 6.113, -5.860)
C (-2.994, 5.416, -5.196)
H (2.399, 6.977, -4.052)
H (1.613, 8.161, -5.046)
H (3.269, 7.641, -5.366)
H (2.496, 5.400, -6.264)
H (1.734, 6.714, -7.109)
H (1.368, 3.967, -4.707)
H (-1.287, 3.542, -4.034)
H (-1.028, 6.928, -6.508)
H (-3.298, 4.602, -4.535)
H (-3.383, 5.213, -6.187)
H (-3.379, 6.358, -4.894)
C (4.296, -5.009, -0.347)
C (3.544, -5.846, 0.603)
N (4.173, -6.051, 1.981)
C (4.317, -7.208, 2.741)
C (5.018, -6.899, 3.882)
N (5.187, -5.534, 3.826)
C (4.670, -5.049, 2.683)
C (5.845, -4.700, 4.846)
H (4.768, -4.135, 0.075)
H (3.517, -4.653, -1.069)
H (5.088, -5.636, -0.804)
H (3.329, -6.850, 0.287)
H (2.578, -5.401, 0.777)
H (4.015, -8.143, 2.321)
H (5.326, -7.597, 4.687)
H (4.700, -3.991, 2.414)
H (6.569, -5.325, 5.356)
H (5.172, -4.406, 5.581)
H (6.268, -3.799, 4.390)
C (-4.652, -2.518, -2.392)
C (-5.845, -3.037, -1.690)
O (-5.787, -3.841, -0.760)
N (-7.039, -2.564, -2.100)
H (-7.178, -1.978, -2.884)
H (-0.684, -7.247, -2.152)
C (-8.295, -3.026, -1.516)
H (-4.598, -1.447, -2.304)
H (-4.719, -2.707, -3.471)
H (-3.824, -2.968, -1.969)
H (-8.307, -4.089, -1.528)
H (-9.108, -2.858, -2.228)
H (-8.470, -2.561, -0.586)
C (2.849, -6.198, -9.504)
C (3.949, -5.688, -8.594)
O (3.937, -4.789, -7.875)
N (5.304, -6.497, -8.673)
H (5.181, -7.381, -8.205)
H (5.477, -6.649, -9.675)
C (6.515, -5.835, -8.069)
H (1.949, -5.573, -9.445)
H (2.620, -7.269, -9.275)
H (3.174, -6.243, -10.562)
H (6.577, -4.774, -8.282)
H (7.383, -6.276, -8.501)
H (6.370, -5.932, -7.016)
O (-4.041, 3.397, -1.650)
C (-3.025, 2.418, -1.988)
O (-2.595, 2.546, -3.146)
O (-2.683, 1.626, -1.135)
H (-4.225, 3.547, -0.724)
O (-2.564, -6.158, -1.349)
C (-1.338, -5.597, -1.509)
O (-0.348, -6.357, -2.079)
O (-1.129, -4.452, -1.253)
H (-3.172, -5.727, -0.799)
O (5.642, -0.126, 2.244)
C (4.767, -1.138, 1.720)
O (3.807, -0.568, 1.139)
O (5.300, -2.247, 1.708)
H (5.286, 0.755, 2.300)

Calculated values
Total charge = +5
E_tot = -5242.00182 Eh
LUMO level = -7.411 eV
Strongest force on any atom = 4.55 eV/A